1.
Molecular formula: C28H47INO8
Method: DFT, ωB97M-V/def2-TZVPD

Output
Net charge ... +1
Frontier orbital gap ... 5.2 eV
Calculated total energy ... -55755.6442 eV
E_HOMO ... -10.53 eV
LUMO level ... -5.29 eV

Last column: Mulliken charge in e.
Geometry (Å):
1 O 1.8949 1.3281 -1.7416  -0.511
2 C 2.1962 0.6773 -2.7582  0.320
3 I 1.9937 -1.5224 -2.6810  0.070
4 C 2.7566 1.4522 -4.0886  -0.237
5 C 3.4374 0.2884 -5.0071  0.118
6 C 4.9472 -0.0133 -4.7511  -0.608
7 N 5.6180 -1.0503 -5.4848  0.032
8 C 4.9431 -1.8385 -6.5026  -0.301
9 C 3.4363 -1.6526 -6.8686  -0.508
10 C 2.6731 -0.5410 -6.0708  0.881
11 C 1.1212 -0.2659 -6.2997  0.210
12 O 0.3408 -1.2398 -6.0985  -0.424
13 O 0.5395 0.9804 -6.6660  -0.449
14 H 3.5470 2.2190 -3.7391  0.381
15 H 1.8882 1.9650 -4.6461  0.190
16 H 5.5258 0.5800 -3.9485  0.431
17 H 6.6124 -1.2566 -5.2845  0.315
18 H 5.5499 -2.6356 -7.0537  0.364
19 H 2.9107 -2.3050 -7.6564  0.403
20 H 0.2643 1.4088 -5.8175  0.278
21 C 1.0483 -0.2014 1.3430  0.280
22 C 1.4886 0.6394 2.5202  -0.692
23 C 0.9298 -0.1431 3.6922  -0.362
24 O 0.9222 -1.5235 3.3033  -0.423
25 C 1.1742 -1.6072 1.8949  -0.581
26 H 1.6436 -0.0423 0.4425  -0.106
27 H 0.0010 0.0138 1.1041  0.120
28 H 2.5824 0.6609 2.5722  0.282
29 H 1.1286 1.6692 2.4847  0.359
30 H -0.1030 0.1496 3.9095  0.150
31 H 1.5247 -0.0207 4.6003  0.340
32 H 2.1890 -1.9982 1.7592  0.355
33 H 0.4682 -2.3031 1.4353  0.257
34 C -2.1707 2.5685 -1.7758  -0.548
35 C -2.5985 2.0816 -3.1429  -0.567
36 C -1.8104 2.9925 -4.0641  -0.283
37 O -0.5956 3.3278 -3.3772  -0.428
38 C -0.7131 2.9142 -2.0057  0.228
39 H -2.3136 1.8324 -0.9828  0.322
40 H -2.7317 3.4708 -1.5109  0.274
41 H -2.2805 1.0428 -3.2827  0.231
42 H -3.6753 2.1343 -3.3112  0.376
43 H -2.3515 3.9234 -4.2615  0.280
44 H -1.5731 2.5181 -5.0209  0.148
45 H -0.0715 2.0403 -1.8653  -0.284
46 H -0.3624 3.7131 -1.3487  0.315
47 C -4.5928 -1.0901 3.8105  -0.103
48 C -3.3238 -1.9112 3.7814  -0.545
49 C -3.0041 -1.9450 2.3004  0.037
50 O -3.5028 -0.7224 1.7392  -0.375
51 C -4.3393 -0.0780 2.7106  -0.524
52 H -4.7938 -0.6265 4.7773  0.444
53 H -5.4479 -1.7201 3.5487  -0.096
54 H -2.5296 -1.3863 4.3231  0.148
55 H -3.4337 -2.9058 4.2167  0.374
56 H -3.5158 -2.7755 1.8019  0.291
57 H -1.9319 -2.0285 2.1047  -0.202
58 H -3.7982 0.7954 3.0918  0.276
59 H -5.2606 0.2642 2.2336  0.283
60 C -7.8264 -3.8174 7.1486  -0.525
61 C -8.2608 -4.2916 5.7801  -0.598
62 C -7.4817 -3.3684 4.8644  -0.426
63 O -6.2648 -3.0362 5.5473  -0.293
64 C -6.3715 -3.4640 6.9125  -0.515
65 H -7.9614 -4.5618 7.9351  0.326
66 H -8.3889 -2.9198 7.4263  0.272
67 H -7.9401 -5.3273 5.6273  0.272
68 H -9.3390 -4.2411 5.6188  0.327
69 H -8.0278 -2.4369 4.6805  0.291
70 H -7.2482 -3.8311 3.9024  0.303
71 H -5.7249 -4.3388 7.0408  0.286
72 H -6.0192 -2.6703 7.5751  0.270
73 C 6.9418 3.7515 -0.3105  -0.497
74 C 7.6653 2.4278 -0.1995  -0.576
75 C 7.0606 1.6410 -1.3448  -0.343
76 O 6.7097 2.5895 -2.3627  -0.380
77 C 6.8040 3.9126 -1.8107  -0.429
78 H 7.4706 4.5818 0.1597  0.333
79 H 5.9509 3.6720 0.1488  0.250
80 H 8.7365 2.5743 -0.3721  0.270
81 H 7.5395 1.9382 0.7674  0.326
82 H 6.1416 1.1302 -1.0355  0.229
83 H 7.7516 0.8990 -1.7537  0.297
84 H 7.6888 4.3925 -2.2416  0.263
85 H 5.9220 4.4923 -2.0914  0.260

***

2.
Molecular formula: C28H47OPPd
Method: DFT, ωB97M-V/def2-TZVPD

Output
Net charge ... +2
Frontier orbital gap (spin up / spin down) ... 9.1 / 6.2 eV
Calculated total energy ... -44600.9785 eV
Spin multiplicity ... 3
E_HOMO (spin up / spin down) ... -15.48 / -15.47 eV
LUMO level (spin up / spin down) ... -6.40 / -9.30 eV

Last column: Mulliken spin population.
Geometry (Å):
1 Pd -0.9116 1.8189 0.3502  1.236
2 C -5.4701 3.0205 0.8630  0.007
3 C -4.3450 2.2477 0.1540  0.004
4 C -4.4642 2.3562 -1.3616  -0.021
5 C -3.0312 2.7502 0.6954  0.045
6 C -2.2230 3.6891 0.0171  0.061
7 C -1.0199 4.1659 0.5695  0.133
8 C -0.5615 3.7258 1.8389  0.126
9 C 0.7119 4.2393 2.4185  -0.007
10 C -1.3446 2.7471 2.4992  0.109
11 C -2.5421 2.2613 1.9343  0.090
12 H -6.4355 2.6563 0.5155  0.001
13 H -5.4085 4.0862 0.6359  -0.001
14 H -5.4306 2.8954 1.9455  0.001
15 H -4.4247 1.1949 0.4432  0.002
16 H -4.5222 3.3957 -1.6884  0.000
17 H -5.3803 1.8692 -1.6905  0.001
18 H -3.6288 1.8721 -1.8731  0.010
19 H -2.5061 4.0169 -0.9744  0.008
20 H -0.4199 4.8520 -0.0159  0.011
21 H 1.5115 4.2166 1.6777  0.006
22 H 1.0146 3.6639 3.2899  -0.001
23 H 0.5779 5.2801 2.7235  0.013
24 H -1.0003 2.3362 3.4397  0.010
25 H -3.0982 1.4840 2.4448  0.007
26 O 0.8752 0.9218 0.2572  0.113
27 P 0.8517 -0.5923 -0.1483  -0.046
28 C 2.5485 -1.1437 -0.4346  0.007
29 C 3.1325 -0.5499 -1.7343  0.002
30 C 4.6689 -0.6465 -1.7401  0.001
31 C 5.1395 -1.8449 -0.9278  0.000
32 C 4.7906 -1.6510 0.5531  0.001
33 C 3.4911 -0.8492 0.7398  0.006
34 C -0.2299 -0.7517 -1.6127  -0.001
35 C -0.0364 0.3335 -2.6783  0.045
36 C -1.2295 0.3187 -3.6434  0.006
37 C -1.7147 -1.1122 -3.9406  0.000
38 C -0.5837 -2.1125 -3.7311  0.001
39 C -0.2035 -2.1671 -2.2467  0.006
40 C 0.0142 -1.5109 1.1792  0.001
41 C 0.2132 -3.0453 1.0788  -0.002
42 C 1.1523 -3.5483 2.1705  0.002
43 C 0.5507 -3.2983 3.5587  0.000
44 C -0.2094 -1.9593 3.6203  0.001
45 C 0.3398 -0.9793 2.5874  0.001
46 H 2.4618 -2.2339 -0.5361  -0.001
47 H 2.8309 0.4968 -1.8271  0.001
48 H 2.7227 -1.0848 -2.5939  0.000
49 H 5.0979 0.2652 -1.3169  0.000
50 H 5.0209 -0.7037 -2.7695  0.000
51 H 6.2116 -1.9961 -1.0427  0.000
52 H 4.6652 -2.7518 -1.3165  0.000
53 H 5.5972 -1.1195 1.0604  0.000
54 H 4.6996 -2.6212 1.0453  0.000
55 H 3.6894 0.2252 0.7503  0.000
56 H 3.0447 -1.0953 1.7019  -0.001
57 H -1.2352 -0.6013 -1.1746  0.011
58 H 0.8884 0.1517 -3.2209  0.002
59 H 0.0744 1.3282 -2.2297  -0.017
60 H -0.9318 0.8187 -4.5660  0.001
61 H -2.0501 0.9109 -3.2276  -0.001
62 H -2.1028 -1.1719 -4.9562  0.000
63 H -2.5467 -1.3780 -3.2806  0.000
64 H 0.2798 -1.8224 -4.3345  0.000
65 H -0.8667 -3.1104 -4.0638  0.000
66 H 0.7819 -2.6279 -2.1365  0.000
67 H -0.9108 -2.8030 -1.7110  0.000
68 H -1.0465 -1.2874 0.9887  0.006
69 H 0.5801 -3.3401 0.0930  0.001
70 H -0.7614 -3.5250 1.1902  0.000
71 H 2.1209 -3.0477 2.0742  0.000
72 H 1.3493 -4.6105 2.0292  0.000
73 H 1.3441 -3.3156 4.3064  0.000
74 H -0.1304 -4.1111 3.8134  0.000
75 H -0.1389 -1.5267 4.6182  0.000
76 H -1.2750 -2.1191 3.4279  0.000
77 H 1.4140 -0.8660 2.7336  0.007
78 H -0.0867 0.0202 2.7123  -0.006

***

3.
Molecular formula: C28H48BN13OSm
Method: DFT, ωB97M-V/def2-TZVPD

Output
Net charge ... +1
Frontier orbital gap (spin up / spin down) ... 7.2 / 7.6 eV
Calculated total energy ... -69808.6641 eV
Spin multiplicity ... 6
E_HOMO (spin up / spin down) ... -10.42 / -10.43 eV
LUMO level (spin up / spin down) ... -3.21 / -2.78 eV

Last column: Mulliken spin population.
Geometry (Å):
1 Sm 0.3038 -0.7376 -0.5963  5.048
2 N -1.8423 -1.6173 0.9099  -0.001
3 C -1.7669 -3.0481 1.3825  0.000
4 C -0.9986 -3.9249 0.3034  0.002
5 N 0.0764 -3.3103 -0.5647  -0.014
6 C -0.2389 -3.7341 -1.9590  0.001
7 C -1.3786 -2.9541 -2.6549  0.000
8 N -1.2741 -1.4928 -2.4348  -0.003
9 C 1.5001 -3.8000 -0.1218  0.002
10 C 1.7874 -3.4487 1.3111  0.001
11 N 1.5630 -2.0072 1.5472  -0.003
12 H -1.4819 -0.6256 2.7230  -0.001
13 H -2.6319 -1.5309 0.2764  0.001
14 H -2.7078 -3.5788 1.6409  0.000
15 H -1.0851 -3.0108 2.2742  0.000
16 H -1.7405 -4.2159 -0.4126  -0.001
17 H -0.6702 -4.8405 0.8433  0.000
18 H -0.5004 -4.7757 -1.9341  0.000
19 H 0.6650 -3.5457 -2.6122  0.000
20 H -2.3052 -3.2771 -2.2025  0.000
21 H -1.3603 -3.2222 -3.7454  0.000
22 H -2.1950 -1.0390 -2.5421  0.002
23 H -0.7397 -1.0311 -3.1508  0.000
24 H 2.1669 -3.2930 -0.7910  0.000
25 H 1.7025 -4.8114 -0.4902  0.000
26 H 2.9289 -3.6392 1.3650  0.000
27 H 1.2598 -4.1674 1.9526  0.000
28 H 2.5222 -1.5957 1.4716  0.000
29 H 1.2607 -1.8112 2.5210  0.001
30 C -3.1805 0.3078 4.3575  0.000
31 C -3.6668 0.9573 3.0821  -0.001
32 C -3.4515 2.4637 3.0637  0.000
33 C -3.0061 0.3342 1.7929  -0.011
34 C -3.3888 0.8355 0.5725  0.002
35 C -2.4233 1.0615 -0.4711  -0.008
36 N -1.1568 0.9927 -0.2691  -0.009
37 N -2.1729 -0.7232 1.9711  -0.002
38 B -0.0533 2.1502 -0.2026  -0.003
39 N 0.7611 1.9349 1.1075  0.000
40 C 2.0943 2.3334 1.3938  0.001
41 C 2.2882 2.3189 2.7505  0.000
42 C 0.9998 1.9388 3.3447  -0.001
43 N 0.1676 1.6480 2.3283  0.001
44 C 0.5986 1.9708 4.8078  0.000
45 C 1.6100 1.2322 5.7329  0.000
46 C 0.3984 3.4505 5.3135  0.000
47 N 0.7160 2.1042 -1.5269  0.003
48 C 1.6475 3.0016 -2.0930  0.001
49 C 1.5814 2.9117 -3.4377  -0.002
50 C 0.5736 1.9086 -3.6931  0.002
51 N 0.0367 1.5156 -2.5577  -0.002
52 C 0.0749 1.4849 -5.0326  0.000
53 C 0.4723 2.4570 -6.1021  0.000
54 C -1.4526 1.1943 -5.1075  0.000
55 H -3.8908 0.4373 5.1961  0.000
56 H -2.2668 0.7631 4.6937  0.000
57 H -3.1900 -0.7879 4.2197  0.000
58 H -4.7552 0.8045 2.9466  0.000
59 H -2.3746 2.7652 2.9050  0.000
60 H -3.6244 2.8736 4.0480  0.000
61 H -3.9831 3.0199 2.2689  0.000
62 H -4.3441 1.3989 0.4222  0.000
63 H -2.7818 1.2719 -1.4525  -0.001
64 H -0.6306 3.1794 -0.1859  0.001
65 H 2.8008 2.6718 0.6167  0.000
66 H 3.1545 2.4546 3.4143  0.000
67 H -0.3932 1.5373 4.8032  0.000
68 H 2.5670 1.8355 5.8997  0.000
69 H 1.8469 0.2549 5.2438  0.000
70 H 1.2867 0.9380 6.7062  0.000
71 H 1.1561 4.1407 5.0112  0.000
72 H 0.3186 3.4982 6.4176  0.000
73 H -0.5489 3.8212 4.9268  0.000
74 H 2.1972 3.7519 -1.5601  0.000
75 H 2.3233 3.4125 -4.1687  0.000
76 H 0.5489 0.4957 -5.3731  0.000
77 H -0.0553 3.3844 -6.1076  0.000
78 H 0.1212 2.0637 -7.0523  0.000
79 H 1.5477 2.6720 -6.1087  0.000
80 H -1.7333 0.4342 -4.3757  0.001
81 H -1.6740 0.8096 -6.0852  0.000
82 H -2.0651 2.0830 -4.9113  0.000
83 N 3.1643 -2.1296 -4.1890  0.000
84 C 2.7866 -1.5049 -3.0373  -0.001
85 O 1.5696 -1.4291 -2.6424  -0.010
86 C 3.8033 -0.8057 -2.2136  0.000
87 C 3.4954 -0.4393 -0.9385  0.001
88 N 2.9099 -0.1359 0.0612  0.002
89 C 5.1313 -0.9404 -2.6264  0.000
90 N 6.1578 -1.1229 -3.2048  0.000
91 H 2.4292 -2.6579 -4.7086  0.000
92 H 4.1080 -2.5183 -4.2946  0.000

***

4.
Molecular formula: C28H48BrClFN2O3
Method: DFT, ωB97M-V/def2-TZVPD

Output
Net charge ... +1
Frontier orbital gap ... 7.1 eV
Calculated total energy ... -124209.5566 eV
E_HOMO ... -9.63 eV
LUMO level ... -2.54 eV

Last column: Mulliken charge in e.
Geometry (Å):
1 C 1.7927 -0.8216 2.1721  -0.863
2 C 2.7225 0.0390 1.5918  -0.296
3 C 3.2520 -0.1695 0.1492  -0.864
4 C 3.1167 1.1004 -0.7399  1.390
5 C 4.5057 1.7929 -0.6847  -1.843
6 C 5.6518 1.0301 -1.3157  0.359
7 O 5.6376 -0.0470 -1.7173  -0.353
8 Br 7.3540 2.0235 -1.3991  -0.182
9 C 2.2097 2.2835 -0.1771  -0.811
10 O 2.3393 2.8895 0.8131  -0.508
11 N 1.1439 2.6132 -1.1119  -0.453
12 C 0.8983 1.3132 -1.7700  0.250
13 Cl 0.2042 0.4034 -0.3523  0.080
14 C -0.1481 1.4192 -2.9143  -0.334
15 C -1.4855 0.6847 -2.7443  -1.396
16 C -2.6126 1.3746 -1.9086  -0.702
17 C -2.2918 2.7172 -1.2357  -0.824
18 C -2.3058 3.9397 -2.2171  -0.940
19 C -1.3937 5.0464 -1.6091  -0.459
20 C -0.6791 5.9277 -2.6962  -1.267
21 C 2.3768 0.9614 -2.1352  2.252
22 C 3.1105 1.9616 -3.0861  -1.696
23 C 2.4557 2.1996 -4.4643  -1.341
24 C 2.6223 -0.4425 -2.8160  -0.429
25 C 1.4500 -1.3972 -2.7455  0.176
26 O 1.1504 -2.0868 -1.8740  -0.395
27 F 0.7030 -1.4618 -3.8835  -0.312
28 H 0.7310 -0.5559 2.1961  0.108
29 H 2.1088 -1.7956 2.5597  0.229
30 H 3.0872 0.9152 2.1342  0.456
31 H 2.6548 -0.9950 -0.2414  0.262
32 H 4.2783 -0.5498 0.2403  0.598
33 H 4.7570 1.8957 0.3818  0.613
34 H 4.5259 2.8210 -1.0538  0.613
35 H 1.3402 3.3785 -1.7488  0.450
36 H 0.3198 0.9546 -3.7898  0.617
37 H -0.2559 2.4758 -3.1690  -0.090
38 H -1.8894 0.5901 -3.7624  0.603
39 H -1.3640 -0.3526 -2.4247  0.263
40 H -3.4858 1.5401 -2.5524  0.328
41 H -2.9563 0.6617 -1.1453  0.220
42 H -3.1268 2.9183 -0.5463  0.565
43 H -1.4067 2.7124 -0.5978  0.356
44 H -3.3183 4.3506 -2.1892  0.492
45 H -2.0057 3.6579 -3.2295  0.490
46 H -0.6073 4.6379 -0.9707  0.207
47 H -2.0109 5.6766 -0.9609  0.577
48 H -1.0694 6.9440 -2.6113  0.332
49 H -0.7877 5.4994 -3.6942  0.328
50 H 0.3869 5.9813 -2.4422  0.263
51 H 3.1487 2.9457 -2.6114  0.444
52 H 4.1209 1.6070 -3.3016  0.401
53 H 2.2265 1.2772 -5.0118  0.299
54 H 1.5268 2.7733 -4.4259  0.223
55 H 3.1723 2.7378 -5.0938  0.505
56 H 3.4564 -0.9686 -2.3453  0.459
57 H 2.8891 -0.3437 -3.8703  0.557
58 C -3.3757 -5.4374 5.5922  -1.248
59 C -3.7273 -3.9556 5.4861  -0.560
60 C -3.5933 -3.3244 4.1084  -0.725
61 N -2.1883 -3.2169 3.5548  0.772
62 C -1.1881 -2.8401 4.6015  -1.181
63 C -1.7540 -4.5032 2.8399  -0.495
64 C -1.8442 -4.1919 1.3593  -1.029
65 C -1.4181 -2.7375 1.3009  0.095
66 C -2.1750 -2.1303 2.4624  -0.843
67 H -2.3240 -5.6331 5.3767  0.310
68 H -3.5637 -5.7882 6.6065  0.404
69 H -3.9886 -6.0373 4.9165  0.330
70 H -3.1582 -3.3881 6.2250  0.320
71 H -4.7732 -3.8411 5.7803  0.415
72 H -3.9702 -2.3027 4.1715  0.447
73 H -4.1877 -3.8578 3.3652  0.429
74 H -1.0674 -3.6699 5.2929  0.405
75 H -1.5462 -1.9526 5.1185  0.405
76 H -0.2401 -2.6336 4.1082  0.357
77 H -0.7274 -4.7167 3.1329  0.290
78 H -2.4005 -5.3236 3.1357  0.386
79 H -2.8723 -4.3067 1.0064  0.377
80 H -1.2099 -4.8424 0.7599  0.444
81 H -1.6710 -2.2621 0.3542  0.274
82 H -0.3392 -2.6415 1.4498  -0.098
83 H -3.2062 -1.9226 2.1813  0.349
84 H -1.7169 -1.2280 2.8627  0.364